(1)
A structure of composition C2H6O3 at a distorted geometry. Source: the OMol25 dataset; level of theory: ωB97M-V/def2-TZVPD.

Positions of all 11 atoms, in Å:
C1 -1.14 -0.17 -0.25
C2 0.76 0.03 0.08
O1 1.15 -1.27 0.44
O2 1.05 0.85 1.06
O3 1.44 0.47 -1.10
H1 -1.28 -0.15 -1.31
H2 -1.49 -0.98 0.40
H3 -1.80 0.74 -0.03
H4 0.91 -1.29 1.40
H5 1.95 1.19 0.95
H6 1.42 -0.35 -1.62

Computed properties:
ΔE to the lowest compared entry with this formula, charge and spin = 2.373 eV
LUMO = 0.680 eV
Strongest force on any atom = 4.14 eV/Å
DFT total energy = -305.46533 Ha
Kohn-Sham gap = 10.552 eV


(2)
A cluster of 2 separate species, C3H2NS2 in total at a distorted geometry. Source: the OMol25 dataset; level of theory: ωB97M-V/def2-TZVPD.

Positions of all 8 atoms, in Å:
C1 -0.09 0.77 -0.08
C2 1.52 -0.67 0.07
C3 -0.85 -0.31 -0.14
N1 1.22 0.58 -0.01
S1 -3.87 0.56 0.02
S2 0.15 -1.72 -0.02
H1 -0.66 1.66 -0.09
H2 2.58 -0.89 0.24

Computed properties:
ΔE to the lowest compared entry with this formula, charge and spin = 4.283 eV
LUMO (alpha / beta) = 2.432 / 3.072 eV
Strongest force on any atom = 2.98 eV/Å
DFT total energy = -966.54320 Ha
Kohn-Sham gap (alpha / beta) = 6.127 / 6.912 eV
Total charge = -1


(3)
The ion C3H6NOS with charge -1 at a distorted geometry. Source: the OMol25 dataset; level of theory: ωB97M-V/def2-TZVPD.

Positions of all 12 atoms, in Å:
O1 -0.49 2.61 -0.30
C1 -0.15 1.70 -1.05
N1 0.28 0.49 -0.69
C2 0.39 -0.08 0.65
C3 -0.47 -1.37 0.71
S1 0.44 -2.70 -0.12
H1 -0.28 1.78 -2.15
H2 0.94 0.03 -1.29
H3 1.43 -0.36 0.80
H4 0.12 0.60 1.45
H5 -0.76 -1.56 1.75
H6 -1.44 -1.13 0.24

Computed properties:
ΔE to the lowest compared entry with this formula, charge and spin = 0.893 eV
LUMO = 3.807 eV
Strongest force on any atom = 1.25 eV/Å
DFT total energy = -646.13292 Ha
Kohn-Sham gap = 6.443 eV
Total charge = -1
Structure (SMILES) = O=CNCC[S-]


(4)
The molecule C4H7N3S at a distorted geometry. Source: the OMol25 dataset; level of theory: ωB97M-V/def2-TZVPD.

Positions of all 15 atoms, in Å:
C1 -2.13 -0.75 -0.57
C2 -0.02 -0.51 0.19
C3 -0.66 0.70 0.00
C4 1.42 -0.76 0.68
N1 -1.89 0.50 -0.46
N2 -1.00 -1.45 -0.10
N3 -0.31 2.07 0.18
S1 2.62 -0.23 -0.64
H1 -3.00 -1.38 -0.87
H2 1.79 -0.20 1.47
H3 1.73 -1.75 0.81
H4 -0.73 -2.43 0.00
H5 0.58 2.49 -0.18
H6 -1.01 2.63 -0.19
H7 2.61 1.08 -0.32

Computed properties:
ΔE to the lowest compared entry with this formula, charge and spin = 1.461 eV
LUMO = 0.771 eV
Strongest force on any atom = 3.77 eV/Å
DFT total energy = -719.04890 Ha
Kohn-Sham gap = 8.522 eV
Structure (SMILES) = Nc1nc[nH]c1CS